Entry from the OMol25 dataset: a molecular structure, C23H63Be2N5O10 (wB97M-V/def2-TZVPD).

Calculated values
Total charge ... +1
HOMO energy (spin up / spin down) ... -0.342 / -0.385 Ha
2S+1 ... 2
Gap between HOMO and LUMO (spin up / spin down) ... 4.080 / 5.235 eV

Element x y z (Å)
Be: 1.78013 2.85879 0.38464
Be: 1.81604 -1.24985 -2.73995
C: 0.64978 0.16739 -0.41002
O: 1.71723 0.52796 -0.82357
O: 0.21281 -0.84806 -0.94369
O: 0.13479 0.88415 0.46226
C: 1.03666 -4.34872 2.88372
C: 0.11838 -3.65542 1.85585
C: -1.25751 -3.15183 2.40688
O: -1.99891 -4.18592 3.05103
C: -3.12423 -3.81462 3.79072
N: 0.97698 -2.66837 1.29371
H: 1.32721 -3.77937 3.76664
H: 1.97022 -4.64491 2.40536
H: 0.57904 -5.22018 3.35193
H: 0.03931 -4.37582 1.04168
H: -1.85613 -2.66893 1.63451
H: -1.05962 -2.34904 3.11714
H: -2.91460 -3.38309 4.76945
H: -3.78088 -4.65683 4.00895
H: -3.72354 -3.10584 3.21926
H: 0.41065 -2.16790 0.62370
H: 1.11503 -1.97940 2.01922
C: 4.57872 -2.74939 1.08302
C: 4.52813 -2.59372 -0.39656
C: 4.72729 -4.00716 -0.99649
O: 6.01775 -4.57443 -0.70638
C: 7.09095 -3.87816 -1.32789
N: 3.15722 -2.05373 -0.61250
H: 5.63039 -2.99330 1.23333
H: 3.92979 -3.56760 1.39533
H: 4.32035 -1.90932 1.72771
H: 5.24354 -1.83929 -0.72382
H: 4.56952 -3.83226 -2.06074
H: 3.95840 -4.73824 -0.74660
H: 6.96829 -3.64422 -2.38540
H: 8.00469 -4.44397 -1.14609
H: 7.23954 -2.91134 -0.84697
H: 3.04793 -1.17247 -0.13132
H: 2.50707 -2.54494 -0.01574
C: 3.22068 3.72942 3.77035
C: 2.20587 2.59730 3.74269
C: 0.76767 2.95815 3.50428
O: 0.48789 3.78302 2.37512
C: -0.71790 4.48813 2.65783
N: 2.57593 1.69873 2.66721
H: 4.23204 3.32334 3.75175
H: 3.18697 4.26970 4.71644
H: 3.17891 4.44376 2.94812
H: 2.24126 1.99878 4.65298
H: 0.43075 3.55423 4.35238
H: 0.04022 2.15124 3.41585
H: -0.60834 5.29728 3.37990
H: -1.51800 3.80838 2.95087
H: -1.15435 4.91946 1.75696
H: 1.99878 0.87317 2.74109
H: 3.52529 1.37066 2.77296
C: -3.64166 1.23767 -3.00868
C: -3.79052 1.17039 -1.42914
C: -5.24205 0.98915 -0.95850
O: -6.01200 1.98180 -1.58355
C: -7.36060 1.94398 -1.26415
N: -3.03807 0.05519 -0.94053
H: -3.86321 0.23436 -3.37253
H: -2.59905 1.48667 -3.20634
H: -4.30998 1.98428 -3.43764
H: -3.38857 2.04866 -0.92401
H: -5.38017 1.08892 0.11811
H: -5.60010 0.03072 -1.33441
H: -7.88478 2.41093 -2.09799
H: -7.60373 2.45468 -0.33239
H: -7.79593 0.94664 -1.20186
H: -2.05538 0.04970 -1.17375
H: -3.02254 0.11790 0.06741
C: 0.18047 2.69060 -4.60110
C: 0.35780 1.36647 -3.92771
C: -0.39453 0.19815 -4.68474
O: -0.25348 -0.99967 -3.91963
C: -1.43062 -1.77386 -3.92086
N: 1.76843 1.04321 -3.91638
H: 0.64309 2.70332 -5.58797
H: 0.69488 3.46312 -4.02951
H: -0.87846 2.92744 -4.70443
H: 0.03239 1.39538 -2.88783
H: -0.08499 0.01497 -5.71370
H: -1.43540 0.50256 -4.79438
H: -2.27986 -1.25397 -3.47747
H: -1.30542 -2.65750 -3.29508
H: -1.64079 -2.03033 -4.95920
H: 2.24998 1.76863 -3.40456
H: 1.99708 1.31321 -4.86238
C: -2.52642 0.28455 2.90432
O: -2.40923 1.03402 1.71906
H: -1.57035 -0.22325 3.03155
H: -2.61381 0.89461 3.80336
H: -3.34644 -0.42567 3.01038
H: -1.52977 0.89132 1.36159
C: -1.15599 3.56276 -1.11302
O: 0.09360 4.11140 -1.34210
H: -1.62894 3.31952 -2.06446
H: -0.98768 2.74819 -0.40855
H: -1.81731 4.29109 -0.64368
H: 0.07806 4.61270 -2.16067

=====

Entry from the OMol25 dataset: a molecular structure, C23H65AlFINO8 (wB97M-V/def2-TZVPD).

Calculated values
Total charge ... -1
Relative energy (zero: lowest compared OMol25 entry of this formula, charge and spin) ... 0.0 kJ/mol
HOMO energy ... -0.152 Ha
2S+1 ... 1
Gap between HOMO and LUMO ... 6.315 eV

Element x y z (Å)
C: 4.16801 -2.95275 -0.46893
N: 2.95874 -3.23980 -1.20575
C: 1.77111 -2.44003 -0.84679
Al: 0.98764 -1.47176 -2.45476
C: 1.71843 0.43240 -2.58719
C: 2.45615 0.90252 -1.31792
C: 1.42268 1.16190 -0.23291
I: 2.23959 1.08814 1.74945
C: -1.04669 -1.55187 -2.26170
C: -1.60316 -1.08394 -0.92529
F: -1.45057 -2.95121 -2.38097
H: 4.23230 -3.55335 0.44942
H: 4.25072 -1.89389 -0.16613
H: 5.04922 -3.19083 -1.07494
H: 3.12548 -3.21236 -2.20192
H: 2.03811 -1.72685 -0.04862
H: 0.99965 -3.09781 -0.41548
H: 1.42447 -2.27658 -3.79128
H: 2.43210 0.44557 -3.42190
H: 0.95475 1.18332 -2.84271
H: 3.03276 1.82354 -1.47866
H: 3.15130 0.13030 -0.97518
H: 0.94301 2.13410 -0.33944
H: 0.65442 0.39024 -0.23670
H: -1.60557 -1.04805 -3.05873
H: -2.67564 -1.30373 -0.82538
H: -1.07732 -1.55550 -0.08660
H: -1.47007 0.00204 -0.85181
C: 4.85528 -4.91798 -6.40314
C: 4.51180 -4.91735 -4.92316
O: 3.14248 -4.66519 -4.68209
H: 4.56855 -3.96786 -6.85451
H: 5.92508 -5.07389 -6.55833
H: 4.31805 -5.71492 -6.92397
H: 5.04675 -4.11464 -4.41368
H: 4.82417 -5.86306 -4.46163
H: 2.61575 -5.35679 -5.09339
C: 3.84899 5.20583 1.52078
C: 3.53367 4.95180 2.98278
O: 2.13651 4.78502 3.21003
H: 3.31559 6.08639 1.15894
H: 4.92017 5.35954 1.37599
H: 3.54918 4.34853 0.91352
H: 3.82687 5.80903 3.59226
H: 4.08305 4.07684 3.33949
H: 1.85654 4.02755 2.68332
C: -6.43741 0.67633 -3.73307
C: -5.28504 -0.15174 -3.19023
O: -4.23599 0.64434 -2.67970
H: -6.08187 1.35106 -4.51274
H: -7.21703 0.03653 -4.15210
H: -6.88493 1.28170 -2.94060
H: -4.83945 -0.75012 -3.98582
H: -5.65016 -0.84889 -2.42493
H: -4.54632 1.18373 -1.94211
C: -0.99344 2.45704 4.77295
C: -0.07005 1.51390 5.51927
O: 0.14884 0.29802 4.81823
H: -1.95180 1.97678 4.56700
H: -1.16767 3.36929 5.34724
H: -0.54907 2.74240 3.81813
H: -0.50486 1.22610 6.47821
H: 0.88339 2.01562 5.72685
H: 0.52592 0.52268 3.95732
C: -1.88798 3.05948 1.15405
C: -3.33973 2.82189 0.78891
O: -3.50336 1.86988 -0.25826
H: -1.31778 3.36381 0.27461
H: -1.81226 3.84343 1.90970
H: -1.42632 2.15728 1.56263
H: -3.79075 3.73758 0.40431
H: -3.89334 2.51180 1.67852
H: -3.09791 1.02924 -0.01562
C: 6.54449 1.31017 6.16379
C: 5.85103 2.46306 5.46285
O: 5.05223 2.03310 4.37031
H: 7.16175 0.75407 5.45800
H: 7.17804 1.67264 6.97536
H: 5.81246 0.61988 6.58944
H: 6.58606 3.14461 5.03311
H: 5.24771 3.03710 6.17582
H: 4.37541 1.43742 4.70806
C: -3.85223 -4.57097 -4.36893
C: -2.76365 -5.44354 -4.97024
O: -1.50030 -4.81316 -4.94603
H: -3.90569 -3.61977 -4.89963
H: -4.82624 -5.06343 -4.42546
H: -3.63404 -4.35333 -3.32163
H: -2.97570 -5.64473 -6.02236
H: -2.72771 -6.41110 -4.45165
H: -1.28160 -4.58127 -4.03328
C: -7.25359 1.70624 3.49996
C: -5.93157 1.04552 3.15975
O: -4.82030 1.73169 3.72571
H: -7.25813 2.74266 3.16126
H: -8.08304 1.17975 3.02518
H: -7.42443 1.70061 4.57949
H: -5.76252 1.06158 2.08259
H: -5.93275 -0.00219 3.47811
H: -4.90943 1.72161 4.68334

=====

Computed F_max (hartree/bohr) in order:
0.182; 0.009